DFT (wB97M-V/def2-TZVPD) results for 11 unconnected molecules or ions with the total composition C39H80Cl2N2O12 at a distorted geometry.

```
135
Properties=species:S:1:pos:R:3:forces:R:3
C 5.8527 1.0190 -0.9684 1.0 0.2 1.2
C 4.9825 -0.0242 -0.1300 -2.6 -0.6 -1.5
Cl 5.7774 -0.6995 1.4033 -0.9 1.0 -2.1
C 3.6648 -0.4846 -0.5039 3.5 1.0 1.8
Cl 2.9579 -1.7463 0.6587 0.3 1.6 -1.9
C 2.9236 0.0309 -1.8246 -1.2 0.0 0.1
C 2.7721 1.6491 -1.8899 2.5 3.1 -1.5
N 2.9704 2.8170 -2.1543 -1.5 -6.2 1.6
C 3.7210 -0.5515 -3.1237 0.7 0.5 -0.9
C 3.0650 -0.0677 -4.5226 -2.2 -2.2 -1.9
O 2.4250 -0.8371 -5.3074 2.8 2.7 3.4
C 1.3778 -0.4978 -1.9529 -1.1 0.7 0.3
C 0.4661 0.0071 -0.7073 -0.2 -0.4 3.6
N -0.0511 0.2187 0.3657 2.5 -0.9 -5.7
C 1.2512 -2.0691 -2.2482 -1.1 -0.1 -0.9
C -0.2446 -2.6535 -1.9652 1.0 -1.8 -1.3
C -0.3647 -4.0871 -2.7458 -1.0 0.6 0.4
O -1.2804 -1.8035 -2.5798 0.4 -0.2 2.1
C -2.3608 -1.6828 -1.6201 -1.7 0.8 0.9
C -3.4561 -0.5982 -2.0689 -2.0 2.2 -1.8
C -4.3417 0.2015 -1.0314 -0.6 0.6 -3.2
C -5.4269 1.2168 -1.5239 2.5 -2.0 -3.5
C -5.5931 1.4343 -3.0848 2.2 -2.1 0.8
C -4.7097 0.6667 -4.1267 0.8 -0.9 4.1
C -3.6343 -0.3450 -3.6102 -2.1 1.7 2.8
H 6.7638 1.3109 -0.3043 -1.7 -0.6 -1.2
H 6.3363 0.5681 -1.9232 -1.2 0.6 1.6
H 5.3207 2.0223 -1.1809 0.5 -1.9 0.2
H 3.8243 -1.7063 -3.0820 -0.7 2.0 0.0
H 4.8161 -0.1674 -3.1648 -2.0 -0.4 0.3
H 3.1265 1.0411 -4.8463 0.2 -1.4 0.9
H 0.9106 0.0418 -2.8699 0.9 -0.8 1.6
H 2.0481 -2.7297 -1.7646 -1.3 1.0 -0.3
H 1.3924 -2.1958 -3.3954 -0.1 0.4 1.9
H -0.4288 -2.8575 -0.8566 0.3 0.7 -1.6
H -1.4921 -4.1898 -3.0053 1.9 0.0 0.5
H -0.0725 -4.9699 -2.0842 -0.2 1.4 -1.1
H 0.2155 -4.0655 -3.7343 -0.7 -0.1 1.5
H -2.9081 -2.6951 -1.4711 0.9 1.4 -0.4
H -1.9572 -1.3585 -0.5936 -0.5 -0.4 -1.5
H -4.2129 0.0537 0.1031 -0.1 0.1 -2.1
H -6.1024 1.8370 -0.8376 1.3 -1.2 -1.0
H -6.3849 2.1672 -3.4963 1.5 -1.4 0.9
H -4.8020 0.8143 -5.2556 0.0 -0.1 1.9
H -2.9484 -0.9235 -4.3234 -1.2 1.1 1.1
C 0.5173 6.1851 -1.7703 0.0 0.2 -0.1
C -0.0823 5.4362 -0.5966 0.3 -0.2 -0.2
O -0.2002 4.0543 -0.9053 0.0 -0.1 0.0
H -0.1041 6.0622 -2.6615 0.0 0.0 0.1
H 0.6087 7.2514 -1.5480 0.0 0.0 -0.1
H 1.5079 5.7906 -2.0154 0.0 0.1 0.1
H -1.0800 5.8182 -0.3688 0.0 -0.2 0.0
H 0.5415 5.5452 0.2967 0.0 0.2 0.0
H 0.6890 3.7212 -1.0971 -0.3 0.1 0.0
C -0.1956 -3.6435 2.9807 0.0 0.1 0.1
C -0.7042 -3.9749 1.5922 0.1 -0.2 0.3
O 0.3029 -4.6551 0.8494 0.2 -0.1 -0.2
H 0.6993 -3.0180 2.9224 -0.1 0.0 0.0
H -0.9574 -3.1162 3.5600 0.1 0.0 0.0
H 0.0864 -4.5547 3.5172 -0.1 0.0 0.0
H -0.9640 -3.0614 1.0530 0.1 -0.1 0.0
H -1.5936 -4.6109 1.6426 -0.1 0.1 0.0
H 0.5205 -5.4660 1.3289 -0.1 0.2 -0.1
C 4.5648 0.4015 5.6935 0.1 0.0 0.2
C 3.1160 0.4339 5.2493 0.4 -0.1 -0.3
O 2.9791 1.2491 4.0933 -0.1 0.1 -0.1
H 4.9216 1.4114 5.9141 -0.1 -0.1 0.0
H 4.6862 -0.2182 6.5854 0.1 0.0 -0.1
H 5.2040 0.0046 4.8992 -0.1 -0.1 0.1
H 2.4841 0.8514 6.0364 0.0 0.0 -0.2
H 2.7553 -0.5728 5.0147 0.0 -0.1 0.2
H 3.5358 0.8661 3.3990 -0.2 0.1 0.2
C 4.3052 -6.4407 -2.8232 0.1 -0.1 -0.1
C 3.4172 -5.2216 -2.9724 0.0 -0.2 0.3
O 2.2595 -5.3544 -2.1577 0.1 0.0 0.1
H 3.7629 -7.3469 -3.1056 0.0 0.1 -0.1
H 5.1969 -6.3536 -3.4490 0.0 -0.1 0.1
H 4.6171 -6.5671 -1.7821 0.1 0.1 -0.1
H 3.0903 -5.1113 -4.0089 -0.1 0.0 0.2
H 3.9510 -4.3107 -2.6795 0.2 0.0 -0.1
H 2.5559 -5.4423 -1.2407 -0.1 0.0 -0.2
C -8.6864 5.5791 -5.1679 0.0 0.1 -0.1
C -9.0033 4.2059 -4.6101 0.1 0.3 0.2
O -7.8378 3.6299 -4.0324 0.0 -0.1 0.1
H -7.8990 5.5139 -5.9235 -0.1 -0.1 0.0
H -9.5726 6.0311 -5.6199 0.1 0.0 0.0
H -8.3171 6.2414 -4.3792 -0.1 0.0 0.0
H -9.3507 3.5416 -5.4042 0.2 -0.1 0.2
H -9.7828 4.2654 -3.8440 -0.1 0.0 -0.1
H -7.5412 4.2187 -3.3245 0.0 -0.1 -0.2
C 0.3182 3.2797 5.9922 -0.2 -0.1 0.0
C 1.1327 4.5573 6.0180 0.1 -0.4 -0.1
O 2.2093 4.4345 6.9396 0.2 0.1 0.2
H -0.0776 3.0563 6.9870 0.0 0.1 -0.1
H -0.5157 3.3626 5.2910 0.0 -0.1 0.0
H 0.9414 2.4301 5.6990 -0.1 0.1 -0.2
H 0.5127 5.3999 6.3322 0.2 0.0 0.1
H 1.5419 4.7800 5.0276 -0.2 0.0 -0.1
H 2.7579 3.6929 6.6492 -0.1 0.2 0.0
C 10.5753 0.7925 -0.3291 0.1 -0.1 -0.1
C 9.6904 2.0145 -0.4734 0.2 -0.2 0.3
O 8.5293 1.8787 0.3386 0.1 0.1 0.2
H 10.0318 -0.1111 -0.6183 0.0 0.1 0.0
H 11.4685 0.8815 -0.9520 0.0 0.0 0.1
H 10.8842 0.6593 0.7119 0.1 0.1 -0.1
H 9.3663 2.1317 -1.5100 -0.1 0.0 0.2
H 10.2244 2.9216 -0.1742 0.1 0.0 -0.2
H 8.8232 1.7845 1.2553 -0.1 0.0 -0.2
C -3.3188 1.7091 3.8820 0.1 0.0 0.1
C -4.0682 1.4903 2.5831 0.0 0.0 0.3
O -4.0983 0.1040 2.2611 -0.1 -0.2 -0.1
H -2.2958 1.3309 3.8030 -0.1 0.1 -0.1
H -3.2838 2.7707 4.1382 0.0 -0.1 0.1
H -3.7976 1.1648 4.7020 -0.1 0.1 0.0
H -3.5746 2.0174 1.7635 -0.1 -0.2 0.0
H -5.0974 1.8560 2.6588 0.0 0.2 0.0
H -4.5441 -0.3547 2.9861 0.1 0.1 -0.2
C -3.5334 -4.3935 -6.1144 0.0 -0.1 -0.2
C -4.5524 -4.0388 -5.0495 0.3 0.2 0.0
O -3.9587 -4.1098 -3.7601 0.0 -0.1 0.2
H -3.1400 -5.4002 -5.9489 -0.1 0.1 0.0
H -3.9785 -4.3480 -7.1115 0.1 0.0 0.0
H -2.6811 -3.7082 -6.0778 -0.1 0.0 -0.1
H -5.3911 -4.7382 -5.0748 0.1 0.1 0.2
H -4.9417 -3.0271 -5.2021 -0.1 0.0 -0.1
H -3.2228 -3.4810 -3.7429 -0.2 0.0 0.0
C -3.2217 -1.2558 7.8587 0.2 -0.1 0.0
C -3.8912 -0.0353 8.4585 -0.2 -0.3 -0.2
O -4.8013 0.5337 7.5254 -0.1 0.2 -0.1
H -2.6862 -0.9887 6.9435 0.0 0.0 0.1
H -2.5150 -1.7000 8.5640 0.0 0.0 -0.1
H -3.9657 -2.0097 7.5843 0.0 0.0 0.1
H -3.1472 0.7234 8.7108 -0.2 0.1 -0.1
H -4.4391 -0.2977 9.3691 0.2 0.0 0.1
H -5.4616 -0.1403 7.3138 0.2 0.2 0.1
```
Forces are in eV/Å.

Lowest unoccupied orbital energy in eV: -0.047
SMILES: C/C(Cl)=C(/Cl)[C@@](C#N)(CC=O)[C@H](C#N)C[C@H](C)OCc1ccccc1.CCO.CCO.CCO.CCO.CCO.CCO.CCO.CCO.CCO.CCO
E_tot in a.u.: -3466.290490
Charge: 0
HOMO-LUMO gap in eV: 7.77

These are the Löwdin partial charges, in e, on atoms 1 to 99: -0.110, -0.570, 0.533, -0.492, 0.590, -0.316, -0.099, 0.158, -0.074, -0.172, -0.011, -0.206, -0.133, 0.156, -0.109, -0.299, -0.025, -0.177, -0.199, -0.105, -0.005, -0.058, -0.065, -0.069, -0.030, 0.048, 0.092, 0.086, 0.133, 0.114, 0.140, 0.158, 0.090, 0.121, 0.110, 0.074, 0.072, 0.088, 0.142, 0.102, 0.069, 0.080, 0.055, 0.080, 0.090, -0.100, -0.329, -0.099, 0.076, 0.070, 0.064, 0.110, 0.107, 0.042, -0.082, -0.313, -0.102, 0.065, 0.076, 0.073, 0.090, 0.115, 0.086, -0.089, -0.326, -0.091, 0.075, 0.075, 0.063, 0.097, 0.109, 0.068, -0.090, -0.320, -0.107, 0.079, 0.075, 0.074, 0.118, 0.097, 0.089, -0.096, -0.316, -0.112, 0.077, 0.073, 0.072, 0.115, 0.109, 0.088, -0.083, -0.317, -0.088, 0.078, 0.069, 0.049, 0.111, 0.110, 0.073